Record 1
{"formula": "C64H60AsN6O2P2RuSTe", "method": "wB97M-V/def2-TZVPD", "homo_ev": [-6.7, -6.6], "relative_energy_kj_mol": 107.20, "spin_multiplicity": 2, "e_tot_ha": -6633.28214, "gap_ev": [5.01, 5.06], "s2": 0.78, "symbols": ["Ru", "N", "C", "C", "C", "C", "C", "C", "S", "O", "O", "N", "C", "N", "C", "C", "C", "N", "H", "H", "H", "H", "H", "H", "H", "H", "H", "Te", "C", "C", "C", "N", "C", "C", "C", "P", "C", "C", "C", "C", "C", "C", "C", "C", "C", "C", "C", "C", "P", "C", "C", "C", "C", "C", "C", "C", "C", "C", "C", "C", "C", "H", "H", "H", "H", "H", "H", "H", "H", "H", "H", "H", "H", "H", "H", "H", "H", "H", "H", "H", "H", "H", "H", "H", "H", "C", "C", "C", "C", "C", "C", "As", "N", "C", "C", "C", "C", "C", "C", "C", "C", "C", "C", "C", "C", "C", "C", "C", "C", "C", "C", "H", "H", "H", "H", "H", "H", "H", "H", "H", "H", "H", "H", "H", "H", "H", "H", "H", "H", "H", "H", "H", "H", "H", "H", "H", "H", "H"], "xyz": [[-0.331, -0.330, -1.095], [-7.274, 0.716, 2.753], [-6.470, 0.489, 1.656], [-5.268, 1.182, 1.493], [-4.479, 0.976, 0.374], [-4.890, 0.070, -0.587], [-6.092, -0.616, -0.452], [-6.880, -0.405, 0.657], [-3.854, -0.471, -1.915], [-4.512, -0.309, -3.175], [-3.579, -1.871, -1.565], [-2.437, 0.306, -1.779], [-2.086, 1.161, -2.785], [-0.779, 1.102, -3.090], [-0.350, 1.876, -4.078], [-1.202, 2.711, -4.778], [-2.526, 2.717, -4.366], [-2.969, 1.972, -3.366], [-6.875, 1.192, 3.542], [-7.983, 0.035, 2.954], [-4.954, 1.876, 2.264], [-3.549, 1.517, 0.243], [-6.379, -1.316, -1.226], [-7.811, -0.946, 0.783], [0.706, 1.814, -4.310], [-0.842, 3.335, -5.581], [-3.268, 3.344, -4.850], [-1.189, -2.716, 3.503], [-1.176, -4.847, 3.249], [-2.323, -5.616, 3.377], [-2.214, -6.995, 3.237], [-1.068, -7.619, 2.990], [0.025, -6.871, 2.856], [0.025, -5.488, 2.975], [-0.887, -2.348, 1.469], [-2.075, -2.185, 0.140], [-3.580, -3.001, 0.775], [-4.239, -2.391, 1.840], [-5.402, -2.942, 2.356], [-5.925, -4.100, 1.802], [-5.294, -4.692, 0.715], [-4.133, -4.140, 0.197], [-1.284, -3.446, -0.964], [-0.891, -3.159, -2.269], [-0.331, -4.149, -3.067], [-0.129, -5.422, -2.560], [-0.483, -5.707, -1.249], [-1.055, -4.725, -0.457], [0.368, -1.170, 1.054], [1.860, -1.988, 1.696], [2.364, -1.864, 2.986], [3.476, -2.601, 3.366], [4.108, -3.443, 2.462], [3.602, -3.580, 1.176], [2.475, -2.869, 0.804], [0.082, 0.289, 2.126], [-1.233, 0.713, 2.331], [-1.493, 1.875, 3.039], [-0.444, 2.636, 3.536], [0.864, 2.236, 3.314], [1.129, 1.073, 2.608], [-3.285, -5.157, 3.568], [-3.090, -7.629, 3.326], [0.945, -7.408, 2.649], [0.942, -4.925, 2.848], [-3.856, -1.468, 2.255], [-5.904, -2.463, 3.187], [-6.836, -4.528, 2.202], [-5.708, -5.583, 0.262], [-3.657, -4.589, -0.662], [-1.091, -2.181, -2.696], [-0.079, -3.931, -4.097], [0.289, -6.199, -3.188], [-0.326, -6.698, -0.842], [-1.332, -4.946, 0.566], [1.901, -1.193, 3.697], [3.860, -2.515, 4.374], [4.991, -3.995, 2.757], [4.092, -4.235, 0.467], [2.057, -2.985, -0.191], [-2.055, 0.137, 1.925], [-2.518, 2.188, 3.195], [-0.641, 3.541, 4.096], [1.689, 2.833, 3.683], [2.153, 0.768, 2.430], [6.094, 2.286, 4.067], [5.118, 2.319, 2.922], [5.071, 1.304, 1.980], [4.159, 1.302, 0.925], [4.285, 0.182, -0.072], [3.221, 2.346, 0.823], [1.522, 2.313, -0.250], [1.593, 0.810, -1.254], [2.115, 0.460, -2.475], [1.989, -0.880, -2.919], [2.465, -1.286, -4.150], [3.116, -0.392, -4.989], [3.312, 0.909, -4.552], [2.832, 1.329, -3.323], [1.671, 3.904, -1.479], [2.826, 4.495, -2.012], [4.233, 4.035, -1.717], [2.706, 5.567, -2.896], [1.476, 6.066, -3.288], [1.370, 7.193, -4.279], [0.339, 5.485, -2.743], [0.416, 4.439, -1.835], [-0.870, 3.941, -1.220], [3.288, 3.396, 1.752], [2.375, 4.594, 1.658], [4.237, 3.379, 2.766], [6.583, 1.315, 4.132], [5.587, 2.484, 5.012], [6.864, 3.049, 3.937], [5.768, 0.476, 2.059], [5.115, -0.472, 0.200], [4.469, 0.573, -1.074], [3.384, -0.419, -0.113], [1.566, -1.613, -2.234], [2.352, -2.321, -4.453], [3.475, -0.703, -5.961], [3.838, 1.617, -5.182], [2.988, 2.346, -3.007], [4.252, 3.134, -1.117], [4.782, 4.814, -1.181], [4.769, 3.843, -2.648], [3.615, 6.003, -3.299], [2.333, 7.684, -4.412], [0.645, 7.935, -3.943], [1.043, 6.823, -5.253], [-0.640, 5.854, -3.035], [-1.731, 4.405, -1.703], [-0.901, 4.175, -0.154], [-0.972, 2.862, -1.311], [1.375, 4.311, 1.322], [2.779, 5.314, 0.942], [2.295, 5.091, 2.624], [4.274, 4.208, 3.468]], "forces_ev_per_angstrom": [[0.02, 2.65, -0.27], [-0.03, 0.01, -0.09], [0.05, 0.05, -0.19], [-0.09, 0.01, 0.15], [0.09, 0.04, -0.07], [0.30, 0.00, -0.22], [-0.01, 0.01, -0.02], [0.01, 0.07, 0.05], [-0.09, -0.55, 0.27], [0.02, 0.18, 0.01], [0.07, 0.35, -0.37], [0.59, -0.80, 0.65], [-0.10, 0.64, -0.76], [-0.40, -0.76, 0.77], [0.37, 0.08, -0.06], [-0.07, -0.07, 0.10], [0.07, 0.02, -0.05], [-0.01, -0.08, 0.28], [-0.01, -0.06, 0.06], [0.00, 0.02, 0.10], [0.02, 0.05, -0.06], [0.02, -0.06, 0.05], [-0.09, -0.06, 0.09], [-0.01, 0.00, -0.06], [-0.02, 0.01, 0.01], [-0.01, -0.02, -0.02], [0.05, 0.05, 0.01], [0.11, -0.67, -0.56], [0.06, 0.37, 0.34], [-0.03, 0.08, -0.01], [0.02, 0.02, -0.05], [-0.03, -0.16, -0.04], [0.00, 0.08, -0.05], [0.01, -0.03, -0.03], [-0.97, 1.29, 0.26], [2.98, -1.70, 0.15], [-0.43, 0.56, 0.12], [0.07, -0.01, -0.11], [-0.04, -0.07, 0.07], [-0.01, 0.03, 0.01], [0.05, -0.04, 0.02], [0.12, 0.01, -0.03], [-0.52, -0.05, -0.35], [-0.34, -0.17, 0.08], [0.11, 0.05, -0.07], [0.02, -0.07, -0.05], [-0.01, 0.01, 0.10], [0.00, 0.10, -0.04], [-1.48, 0.01, 0.59], [0.40, 0.13, -0.82], [-0.03, 0.16, 0.03], [0.12, -0.08, 0.02], [-0.07, 0.01, -0.02], [0.03, -0.09, 0.00], [-0.09, 0.08, -0.01], [0.18, 0.17, -0.11], [0.15, 0.02, 0.02], [-0.03, 0.00, -0.08], [0.04, 0.02, 0.01], [0.00, -0.03, 0.22], [-0.21, -0.35, 0.22], [-0.01, -0.02, 0.01], [-0.02, 0.04, 0.02], [0.01, 0.04, 0.00], [0.01, -0.01, 0.03], [0.02, -0.01, 0.05], [0.02, 0.02, 0.00], [0.01, -0.02, 0.00], [-0.01, 0.00, 0.01], [-0.03, -0.02, -0.04], [-0.04, 0.02, -0.03], [0.06, 0.05, 0.01], [0.03, 0.03, -0.01], [0.01, 0.00, 0.00], [0.02, -0.04, 0.01], [-0.04, -0.04, -0.01], [-0.02, 0.05, 0.01], [0.00, 0.00, 0.02], [-0.04, -0.02, -0.01], [0.07, -0.01, -0.03], [-0.05, -0.05, 0.01], [0.00, 0.01, 0.01], [-0.03, 0.01, -0.01], [-0.09, -0.08, 0.03], [-0.05, 0.08, 0.09], [-0.02, 0.04, -0.10], [-0.03, 0.01, 0.02], [-0.05, 0.04, 0.00], [0.08, 0.06, -0.12], [-0.02, 0.04, 0.08], [-0.02, -0.02, -0.19], [0.45, 0.75, 0.18], [-1.76, -2.10, -0.15], [0.82, -0.25, -0.38], [0.16, 0.33, 0.24], [-0.01, -0.03, -0.02], [0.04, 0.07, -0.16], [-0.04, -0.07, -0.04], [-0.12, -0.08, 0.36], [0.08, -0.33, -0.07], [-0.01, -0.06, 0.05], [-0.07, 0.03, -0.02], [-0.03, -0.02, 0.03], [0.06, 0.00, -0.03], [0.00, -0.05, 0.05], [0.01, 0.01, 0.03], [-0.05, -0.03, 0.08], [0.02, 0.03, -0.07], [0.07, 0.18, -0.19], [0.13, -0.11, -0.04], [0.03, -0.06, 0.05], [0.02, 0.01, 0.02], [0.03, -0.01, 0.02], [0.03, -0.02, 0.04], [0.00, 0.00, 0.00], [0.01, 0.04, -0.01], [-0.04, -0.04, -0.07], [-0.09, -0.07, -0.12], [-0.09, 0.00, -0.04], [-0.04, -0.01, 0.04], [0.02, -0.04, 0.03], [0.01, 0.00, 0.01], [-0.01, 0.05, -0.05], [0.08, -0.06, 0.02], [0.00, -0.03, 0.04], [0.01, 0.01, 0.00], [-0.01, 0.03, -0.01], [-0.01, 0.03, -0.02], [0.00, 0.02, -0.04], [-0.01, 0.02, 0.00], [0.00, 0.04, 0.05], [0.01, 0.02, 0.01], [-0.05, -0.02, 0.01], [-0.05, 0.01, 0.07], [-0.04, 0.12, 0.08], [-0.10, 0.01, -0.05], [-0.05, 0.02, 0.01], [-0.04, 0.01, 0.01]]}

Record 2
{"formula": "C64H66Ge2NOS4Zn", "method": "wB97M-V/def2-TZVPD", "total_charge": -1, "homo_ev": -5.1, "relative_energy_kj_mol": 37.59, "e_tot_ha": -10134.64389, "gap_ev": 7.46, "symbols": ["Zn", "C", "C", "C", "C", "C", "C", "C", "C", "C", "C", "C", "C", "C", "C", "C", "Ge", "S", "S", "Ge", "S", "S", "C", "C", "C", "C", "C", "C", "C", "C", "C", "C", "C", "C", "C", "C", "C", "C", "C", "C", "C", "C", "C", "C", "C", "C", "C", "C", "C", "C", "C", "C", "C", "C", "C", "H", "H", "H", "H", "H", "H", "H", "H", "H", "H", "H", "H", "H", "H", "H", "H", "H", "H", "H", "H", "H", "H", "H", "H", "H", "H", "H", "H", "H", "H", "H", "H", "H", "H", "H", "H", "H", "H", "H", "H", "H", "H", "H", "H", "H", "H", "H", "H", "H", "H", "O", "C", "C", "C", "C", "C", "C", "C", "C", "N", "H", "H", "H", "H", "H", "H", "H", "H", "H", "H", "H", "C", "C", "C", "C", "C", "C", "C", "C", "H", "H", "H", "H", "H"], "xyz": [[0.221, -2.761, -0.417], [1.523, 6.599, -1.147], [1.240, 5.556, -0.096], [2.267, 4.821, 0.484], [2.017, 3.820, 1.410], [3.165, 3.053, 2.013], [0.692, 3.552, 1.780], [-0.355, 4.295, 1.229], [-1.792, 4.068, 1.626], [-0.062, 5.283, 0.293], [0.443, 2.683, 2.974], [0.597, 3.396, 4.164], [0.414, 2.800, 5.393], [0.049, 1.472, 5.430], [-0.125, 0.725, 4.262], [0.082, 1.318, 2.992], [-0.113, 0.237, 1.313], [-0.334, -1.875, 1.722], [1.474, 0.499, -0.284], [-0.313, 0.299, -1.655], [-0.803, -1.724, -2.246], [-1.735, 1.061, -0.047], [-0.137, 1.275, -3.383], [1.079, 1.161, -4.087], [1.189, 1.665, -5.380], [0.118, 2.286, -5.995], [-1.084, 2.390, -5.317], [-1.231, 1.879, -4.027], [-2.595, 2.022, -3.428], [-3.603, 1.120, -3.779], [-3.329, -0.038, -4.705], [-4.891, 1.334, -3.297], [-5.196, 2.411, -2.477], [-6.599, 2.626, -1.967], [-4.181, 3.303, -2.153], [-2.889, 3.136, -2.630], [-1.814, 4.131, -2.279], [2.289, 0.500, -3.499], [2.499, -0.879, -3.595], [1.570, -1.794, -4.352], [3.638, -1.427, -3.005], [4.583, -0.642, -2.367], [5.795, -1.252, -1.714], [4.382, 0.735, -2.335], [3.253, 1.312, -2.892], [3.044, 2.797, -2.843], [-0.582, -0.671, 4.574], [0.338, -1.622, 5.020], [1.822, -1.399, 4.901], [-0.127, -2.839, 5.503], [-1.481, -3.131, 5.564], [-1.960, -4.456, 6.103], [-2.380, -2.177, 5.098], [-1.951, -0.954, 4.597], [-2.950, 0.038, 4.058], [2.590, 6.810, -1.217], [0.999, 7.533, -0.932], [1.187, 6.251, -2.128], [3.295, 5.030, 0.204], [4.118, 3.462, 1.675], [3.125, 2.003, 1.714], [3.140, 3.084, 3.104], [-1.876, 3.577, 2.595], [-2.283, 3.425, 0.891], [-2.333, 5.016, 1.666], [-0.876, 5.870, -0.126], [0.869, 4.444, 4.100], [0.549, 3.365, 6.308], [-0.116, 0.977, 6.380], [2.137, 1.561, -5.898], [0.216, 2.682, -6.999], [-1.942, 2.855, -5.789], [-2.391, -0.536, -4.454], [-3.260, 0.302, -5.742], [-4.129, -0.778, -4.642], [-5.676, 0.633, -3.569], [-7.192, 1.713, -2.049], [-7.109, 3.405, -2.539], [-6.593, 2.938, -0.920], [-4.401, 4.150, -1.510], [-2.239, 5.001, -1.777], [-1.279, 4.467, -3.171], [-1.079, 3.678, -1.610], [0.594, -1.348, -4.520], [1.417, -2.720, -3.797], [2.007, -2.043, -5.326], [3.780, -2.503, -3.045], [5.978, -2.262, -2.083], [5.656, -1.323, -0.633], [6.685, -0.647, -1.898], [5.117, 1.372, -1.850], [3.952, 3.305, -2.515], [2.245, 3.039, -2.140], [2.758, 3.193, -3.819], [2.086, -0.343, 4.916], [2.164, -1.811, 3.946], [2.361, -1.906, 5.703], [0.594, -3.577, 5.845], [-1.271, -4.847, 6.853], [-2.031, -5.199, 5.306], [-2.948, -4.364, 6.558], [-3.444, -2.385, 5.143], [-3.969, -0.284, 4.273], [-2.848, 0.128, 2.971], [-2.801, 1.032, 4.482], [-1.090, -4.498, -0.457], [-1.186, -5.644, 0.381], [-2.506, -5.726, 1.109], [-2.858, -4.519, 1.972], [-3.544, -3.397, 1.250], [-4.345, -2.497, 1.948], [-4.885, -1.419, 1.279], [-4.624, -1.271, -0.075], [-3.842, -2.225, -0.699], [-3.322, -3.273, -0.057], [-1.982, -4.109, -0.559], [-0.347, -5.644, 1.082], [-1.085, -6.535, -0.245], [-2.448, -6.605, 1.756], [-3.302, -5.920, 0.386], [-1.957, -4.093, 2.431], [-3.499, -4.841, 2.794], [-4.514, -2.643, 3.007], [-5.489, -0.693, 1.809], [-4.978, -0.417, -0.628], [-3.597, -2.143, -1.752], [2.076, -3.376, -0.604], [3.273, -3.593, -0.633], [4.689, -3.807, -0.701], [5.540, -3.231, 0.251], [6.911, -3.425, 0.186], [7.465, -4.197, -0.828], [6.631, -4.774, -1.778], [5.259, -4.581, -1.717], [5.101, -2.624, 1.033], [7.554, -2.971, 0.931], [8.536, -4.345, -0.880], [7.056, -5.375, -2.573], [4.605, -5.022, -2.459]], "forces_ev_per_angstrom": [[-0.02, 0.09, 0.14], [-0.01, -0.03, 0.04], [0.03, -0.03, -0.07], [0.02, -0.03, -0.16], [-0.03, -0.04, 0.02], [-0.04, 0.00, -0.05], [0.01, -0.11, -0.07], [-0.08, -0.01, -0.04], [0.02, 0.08, -0.06], [-0.01, 0.08, 0.09], [-0.06, -0.12, 0.04], [0.05, 0.04, -0.02], [0.00, 0.03, 0.06], [-0.01, -0.04, 0.00], [-0.07, 0.10, -0.07], [0.06, -0.04, 0.15], [0.04, 0.08, -0.09], [-0.06, -0.04, -0.07], [-0.06, 0.05, 0.14], [-0.04, 0.10, 0.02], [-0.25, -0.01, 0.25], [0.01, -0.07, -0.19], [-0.03, 0.05, -0.02], [-0.12, -0.23, 0.05], [0.01, -0.01, 0.04], [-0.03, 0.04, -0.01], [-0.01, -0.05, -0.01], [0.15, 0.01, -0.02], [0.04, 0.06, 0.03], [0.02, 0.02, 0.00], [0.00, -0.01, 0.09], [-0.06, -0.06, 0.09], [-0.06, -0.04, 0.02], [0.05, -0.02, 0.00], [-0.02, 0.02, 0.01], [0.12, -0.05, 0.04], [-0.09, -0.13, -0.03], [-0.07, -0.11, -0.05], [-0.06, 0.01, 0.04], [0.20, 0.02, -0.19], [0.02, 0.01, -0.12], [0.08, 0.03, -0.04], [-0.01, 0.50, -0.30], [0.00, 0.02, 0.00], [0.08, 0.04, -0.06], [0.08, 0.11, 0.11], [0.04, 0.00, -0.13], [0.02, 0.02, -0.05], [-0.03, -0.03, -0.02], [-0.01, -0.01, 0.01], [-0.04, -0.04, -0.01], [0.01, 0.11, -0.02], [0.04, 0.01, 0.01], [-0.03, -0.01, -0.02], [0.07, -0.02, 0.03], [-0.01, 0.00, 0.01], [0.01, -0.01, -0.01], [0.01, 0.01, 0.00], [0.01, -0.01, -0.03], [-0.02, -0.01, 0.00], [-0.03, -0.01, 0.00], [0.01, 0.00, -0.01], [-0.01, 0.01, 0.00], [0.02, 0.06, 0.05], [0.02, 0.01, 0.02], [0.07, -0.06, 0.04], [0.01, -0.02, -0.01], [-0.02, -0.01, -0.02], [0.00, 0.00, -0.02], [-0.01, 0.00, 0.01], [-0.01, -0.01, 0.01], [0.02, 0.02, 0.00], [0.02, 0.00, 0.01], [0.02, -0.02, 0.03], [0.01, 0.04, -0.01], [0.02, 0.01, 0.02], [0.02, 0.02, 0.01], [0.00, 0.00, 0.01], [0.00, -0.01, -0.03], [0.01, -0.01, -0.02], [-0.01, -0.06, -0.02], [0.00, 0.00, 0.01], [0.00, 0.00, 0.00], [0.05, -0.01, -0.04], [0.02, 0.05, -0.04], [0.05, 0.02, 0.01], [-0.03, 0.12, -0.04], [0.05, 0.33, -0.01], [0.03, 0.42, -0.45], [0.01, 0.07, -0.03], [-0.01, -0.01, -0.03], [0.01, 0.02, 0.04], [-0.08, 0.09, 0.06], [0.02, 0.04, 0.04], [0.00, -0.01, 0.02], [-0.01, 0.03, 0.01], [-0.01, 0.00, -0.02], [-0.01, 0.02, -0.01], [-0.01, 0.01, 0.00], [-0.02, -0.04, -0.06], [0.01, -0.01, -0.01], [-0.01, 0.00, -0.01], [0.00, 0.00, 0.00], [-0.01, -0.01, 0.00], [0.00, 0.00, 0.01], [1.01, -0.50, -0.04], [0.21, 0.06, -0.35], [-0.10, -0.19, 0.20], [0.02, -0.03, 0.14], [-0.06, 0.09, 0.06], [0.06, -0.13, 0.01], [-0.04, 0.06, -0.05], [0.06, -0.02, 0.01], [-0.09, 0.02, -0.09], [-0.46, 0.33, 0.02], [-0.64, 0.35, 0.05], [0.00, 0.17, 0.03], [0.10, -0.07, -0.01], [-0.02, -0.05, -0.02], [-0.06, 0.04, 0.03], [0.02, -0.06, -0.01], [-0.04, 0.04, 0.08], [0.03, 0.00, -0.02], [0.01, 0.01, -0.02], [-0.05, 0.08, -0.10], [0.01, 0.01, 0.07], [0.23, -0.15, 0.10], [0.06, -0.11, -0.04], [-0.16, -0.32, 0.33], [0.00, -0.77, 0.30], [-0.07, -0.23, 0.14], [-0.05, 0.04, 0.02], [0.01, -0.02, -0.02], [-0.03, -0.07, 0.10], [0.00, -0.02, 0.02], [-0.01, 0.03, -0.01], [-0.02, 0.00, 0.00], [-0.02, 0.01, 0.00], [0.01, -0.02, 0.00]]}

> Which formula does entry 1 have?

C64H60AsN6O2P2RuSTe